Arrangement P

Entry from the OMol25 dataset: a single C2H2BrClO molecule (wB97M-V/def2-TZVPD).

Geometry (Å):
C 1.55 1.03 -0.19
C 0.12 0.86 -0.88
O 2.53 0.40 -0.44
Cl 1.69 2.34 0.96
Br 0.30 -0.39 -2.24
H -0.66 0.53 -0.20
H -0.16 1.98 -1.31

Properties
E_LUMO (spin up / spin down) = 0.71 / -3.75 eV
Total charge = 0
HOMO-LUMO gap (spin up / spin down) = 0.2657 / 0.2526 hartree
2S+1 = 3
HOMO level (spin up / spin down) = -6.52 / -10.63 eV

---

Arrangement Q

Entry from the OMol25 dataset: a molecular structure, C2H2BrClO (wB97M-V/def2-TZVPD).

Geometry (Å):
C 0.05 -0.84 -0.05
C 0.00 0.61 0.01
O 1.87 -1.17 0.05
Cl -0.86 -2.18 0.00
Br -1.87 1.32 0.01
H 0.60 1.05 0.82
H 0.22 1.20 -0.83

Properties
E_LUMO (spin up / spin down) = -0.24 / -1.58 eV
Total charge = 0
HOMO-LUMO gap (spin up / spin down) = 0.3077 / 0.3343 hartree
2S+1 = 3
HOMO level (spin up / spin down) = -8.61 / -10.67 eV

---

Most stable = arrangement P

---

Arrangement P

Entry from the OMol25 dataset: 2 unconnected molecules or ions with the total composition C2H7N2OP (wB97M-V/def2-TZVPD).

Geometry (Å):
C 0.59 -0.74 1.26
C -0.86 1.11 0.23
N 1.28 0.53 -0.51
N 0.39 0.44 0.42
O -1.06 -1.70 -2.40
P 0.37 -1.55 -2.62
H 0.46 -0.45 2.25
H -0.12 -1.63 1.04
H 1.41 -1.28 0.95
H -1.24 1.51 1.23
H -0.78 2.11 -0.24
H -1.65 0.41 -0.39
H 1.22 1.24 -1.22

Properties
E_LUMO (spin up / spin down) = -0.07 / -0.59 eV
Total charge = 0
HOMO-LUMO gap (spin up / spin down) = 0.2625 / 0.2406 hartree
HOMO level (spin up / spin down) = -7.21 / -7.13 eV

---

Arrangement Q

Entry from the OMol25 dataset: 3 unconnected molecules or ions with the total composition C2H7N2OP (wB97M-V/def2-TZVPD).

Geometry (Å):
H 3.42 1.31 -1.43
N 2.77 1.21 -0.67
P 3.08 0.20 0.45
H 2.17 0.54 1.30
C -1.75 -0.01 -1.20
N -0.63 -0.75 -0.81
C 0.28 -0.91 -0.07
O 1.27 -1.32 0.40
H -2.59 0.05 -0.40
H -1.56 0.88 -1.64
H -2.20 -0.56 -2.13
H -2.32 -0.41 3.42
H -1.95 -0.23 2.77

Properties
E_LUMO = 0.61 eV
Total charge = 0
HOMO-LUMO gap = 0.3356 hartree
SMILES = [H]/N=P/[H].CN=C=O.[H][H]
HOMO level = -8.52 eV

---

Most stable = arrangement Q

---

Arrangement P

Entry from the OMol25 dataset: a molecular structure, H20HeO10 (wB97M-V/def2-TZVPD).

Geometry (Å):
He -0.22 -0.01 0.08
O 1.79 1.27 1.81
H 2.01 1.89 2.50
H 2.56 1.25 1.24
O 0.03 -2.51 -0.29
H 0.69 -3.01 -0.77
H 0.53 -1.90 0.24
O 3.78 0.83 -0.35
H 3.24 1.12 -1.08
H 4.67 1.07 -0.59
O -1.83 -1.45 3.25
H -0.96 -1.15 2.97
H -1.75 -2.40 3.31
O -3.17 -2.86 -1.23
H -2.92 -2.59 -2.12
H -2.53 -2.44 -0.66
O -2.66 3.20 -0.96
H -1.83 3.15 -0.50
H -3.18 2.47 -0.62
O 0.87 -1.15 2.17
H 1.12 -0.23 2.23
H 1.61 -1.63 2.56
O -0.07 1.52 -3.17
H -0.47 1.88 -2.38
H -0.07 0.58 -3.03
O -0.31 2.89 0.85
H 0.41 2.34 1.14
H -0.80 3.09 1.65
O 0.08 -1.54 -2.96
H -0.75 -1.90 -3.28
H 0.11 -1.79 -2.04

Properties
E_LUMO = -0.26 eV
Total charge = 0
HOMO-LUMO gap = 0.3881 hartree
HOMO level = -10.83 eV

---

Arrangement Q

Entry from the OMol25 dataset: a molecular structure, H20HeO10 (wB97M-V/def2-TZVPD).

Geometry (Å):
He 0.43 0.39 -0.27
O -1.80 1.77 0.89
H -1.00 1.63 1.39
H -2.40 1.11 1.21
O 0.25 1.12 2.48
H 1.11 1.25 2.09
H 0.17 1.82 3.13
O 0.56 1.70 -3.51
H 0.46 0.86 -3.97
H -0.13 1.71 -2.86
O -1.07 -2.13 -1.52
H -0.53 -2.65 -2.12
H -0.70 -1.25 -1.57
O -2.90 -0.44 2.00
H -2.82 -0.54 2.95
H -2.11 -0.85 1.65
O -1.64 0.76 -1.90
H -1.67 1.25 -1.08
H -2.55 0.52 -2.07
O 1.66 -3.71 1.64
H 2.34 -3.74 0.96
H 1.05 -3.03 1.34
O 2.52 1.54 1.04
H 3.20 0.86 1.11
H 2.63 1.90 0.16
O 3.11 1.74 -1.97
H 3.45 2.61 -2.16
H 2.31 1.68 -2.50
O -1.01 -2.46 1.33
H -1.32 -2.35 0.43
H -1.61 -3.11 1.70

Properties
E_LUMO = 0.29 eV
Total charge = 0
HOMO-LUMO gap = 0.4052 hartree
HOMO level = -10.74 eV

---

Most stable = arrangement Q

---

Arrangement P

Entry from the OMol25 dataset: a single C3H5F2N molecule (wB97M-V/def2-TZVPD).

Geometry (Å):
N 1.77 -0.87 -0.58
C 0.96 -0.55 0.63
C -0.10 0.44 0.24
F 0.48 1.63 -0.05
C -1.38 0.31 -0.13
F -2.02 -0.89 -0.10
H 2.61 -1.42 -0.31
H 2.05 0.05 -0.90
H 0.42 -1.39 1.18
H 1.53 -0.11 1.46
H -2.02 1.08 -0.45

Properties
E_LUMO = 1.02 eV
Total charge = 0
HOMO-LUMO gap = 0.3913 hartree
SMILES = NC/C(F)=C\F
HOMO level = -9.62 eV

---

Arrangement Q

Entry from the OMol25 dataset: 2 unconnected molecules or ions with the total composition C3H5F2N (wB97M-V/def2-TZVPD).

Geometry (Å):
C 1.13 0.46 0.59
C 1.71 -0.30 -0.29
C -0.92 -1.14 0.51
N -2.00 -0.63 -0.10
F 2.58 -1.19 0.06
F -0.31 -2.01 -0.38
H 1.54 0.38 1.69
H 0.45 1.16 0.34
H 1.58 -0.36 -1.44
H -2.27 -0.75 -1.00
H -2.68 -0.04 0.49

Properties
E_LUMO = 0.85 eV
Total charge = 0
HOMO-LUMO gap = 0.3491 hartree
HOMO level = -8.65 eV

---

Most stable = arrangement P

---

Arrangement P

Entry from the OMol25 dataset: a gas-phase ion, C5H11N2O2 (charge +1) (wB97M-V/def2-TZVPD).

Geometry (Å):
C -4.12 -0.23 0.25
O -2.76 -0.53 0.50
C -2.05 0.28 -0.20
O -2.24 1.00 -1.08
N -0.46 -0.26 0.11
C 0.63 0.30 -0.31
N 1.91 0.02 -0.11
C 2.84 0.98 -0.57
C 2.54 -1.03 0.63
H -4.24 -0.05 -0.81
H -4.51 0.63 0.89
H -4.52 -1.18 0.64
H -0.41 -1.03 0.74
H 0.35 1.21 -0.87
H 2.36 1.67 -1.39
H 3.16 1.65 0.24
H 3.59 0.39 -1.14
H 2.95 -1.77 -0.05
H 3.17 -0.58 1.27
H 1.84 -1.48 1.24

Properties
E_LUMO = -3.19 eV
Total charge = +1
HOMO-LUMO gap = 0.4111 hartree
SMILES = COC(=O)/[NH+]=C/N(C)C
HOMO level = -14.38 eV

---

Arrangement Q

Entry from the OMol25 dataset: 2 unconnected molecules or ions with the total composition C5H11N2O2 (wB97M-V/def2-TZVPD).

Geometry (Å):
C 2.63 -1.51 0.93
C 3.00 -0.45 0.29
C 0.29 0.75 0.50
C -2.83 -0.54 -1.20
C -2.01 0.31 -0.22
N -0.55 0.08 -0.27
N 3.51 0.49 -0.48
O -0.20 1.75 1.21
O -2.36 -0.06 1.08
H 3.20 -2.40 0.72
H 2.00 -1.55 1.76
H -3.78 -0.53 -0.91
H -2.38 -1.57 -1.22
H -2.85 -0.17 -2.14
H -2.06 1.38 -0.51
H -0.15 -0.49 -1.01
H 0.63 2.22 1.47
H 4.15 1.25 -0.14
H 2.96 0.88 -1.20
H -3.22 0.16 1.34

Properties
E_LUMO = -4.53 eV
Total charge = +1
HOMO-LUMO gap = 0.2793 hartree
HOMO level = -12.13 eV

---

Most stable = arrangement P

---

Arrangement P

Entry from the OMol25 dataset: 5 unconnected molecules or ions with the total composition CH12NO4 (wB97M-V/def2-TZVPD).

Geometry (Å):
C 0.67 2.28 -0.94
N 1.69 1.46 -0.99
H 0.44 2.96 -1.77
H 0.27 2.50 0.04
H 1.43 0.44 -0.74
H 2.64 1.65 -1.30
H -0.08 -4.21 -1.08
H -0.92 -3.25 -1.92
O -0.49 -3.33 -1.06
H 0.25 -1.68 -0.61
H 0.22 -0.61 0.43
O 0.71 -0.88 -0.35
H -2.56 1.92 1.04
H -1.17 2.02 1.49
O -1.68 1.93 0.65
H -0.53 -0.86 3.21
H -0.46 -1.48 1.83
O -0.45 -0.61 2.27

Properties
E_LUMO = -5.70 eV
Total charge = +1
HOMO-LUMO gap = 0.3469 hartree
HOMO level = -15.14 eV

---

Arrangement Q

Entry from the OMol25 dataset: 5 unconnected molecules or ions with the total composition CH12NO4 (wB97M-V/def2-TZVPD).

Geometry (Å):
C -0.91 0.47 2.49
N -0.05 -0.41 2.11
H -1.08 0.65 3.54
H -1.34 1.12 1.74
H 0.14 -0.56 1.05
H -0.02 -1.29 2.61
H 0.08 -4.51 -0.21
H 1.61 -4.49 -0.55
O 0.76 -4.08 -0.76
H 0.73 -2.09 -0.35
H 0.45 -0.91 -1.24
O 0.59 -1.13 -0.32
H 0.38 2.92 0.37
H -0.27 2.05 -0.71
O -0.14 2.13 0.25
H 0.12 3.56 -3.49
H -1.28 3.53 -2.91
O -0.44 3.08 -2.86

Properties
E_LUMO = -4.55 eV
Total charge = +1
HOMO-LUMO gap = 0.3691 hartree
HOMO level = -14.59 eV

---

Most stable = arrangement Q

---

Arrangement P

Entry from the OMol25 dataset: 2 unconnected molecules or ions with the total composition C2H7IN3 (wB97M-V/def2-TZVPD).

Geometry (Å):
C -0.74 0.37 0.01
C 1.80 -0.93 -0.55
N -1.90 0.98 -0.13
N -0.34 0.16 1.30
N 0.07 0.07 -1.02
I 3.15 0.32 0.43
H 1.89 -0.96 -1.68
H 1.35 -1.70 0.03
H -2.25 1.47 0.71
H -2.31 0.89 -1.01
H -0.80 0.32 2.16
H 0.39 -0.54 1.56
H -0.30 -0.43 -1.82

Properties
E_LUMO = -4.34 eV
Total charge = +1
HOMO-LUMO gap = 0.3489 hartree
HOMO level = -13.83 eV

---

Arrangement Q

Entry from the OMol25 dataset: a gas-phase ion, C2H7IN3 (charge +1) (wB97M-V/def2-TZVPD).

Geometry (Å):
H 0.36 -2.21 1.55
N 0.53 -1.95 0.64
C 0.28 -0.87 0.14
C 0.50 -0.46 -1.29
N -0.83 0.26 0.84
N -0.13 1.46 0.68
I -2.84 0.11 0.23
H 1.55 -0.71 -1.45
H 0.19 0.55 -1.52
H -0.13 -1.16 -1.82
H -0.72 2.21 1.02
H 0.49 1.50 -0.26
H 0.75 1.25 1.24

Properties
E_LUMO = -5.06 eV
Total charge = +1
HOMO-LUMO gap = 0.3113 hartree
SMILES = [H]/N=C(/C)N([NH3+])I
HOMO level = -13.53 eV

---

Most stable = arrangement P

---

Arrangement P

Entry from the OMol25 dataset: a molecular structure, HLiNaO2 (wB97M-V/def2-TZVPD).

Geometry (Å):
O -0.04 0.10 -0.47
O 0.39 0.89 0.23
Na -1.19 -1.52 0.52
Li 0.16 0.37 2.05
H 0.68 0.17 -2.33

Properties
E_LUMO (spin up / spin down) = -0.34 / -0.51 eV
Total charge = 0
HOMO-LUMO gap (spin up / spin down) = 0.2480 / 0.1688 hartree
2S+1 = 2
HOMO level (spin up / spin down) = -7.09 / -5.10 eV

---

Arrangement Q

Entry from the OMol25 dataset: a molecular structure, HLiNaO2 (wB97M-V/def2-TZVPD).

Geometry (Å):
O 0.76 0.24 0.05
O 0.57 -0.88 -0.25
Na -1.13 1.10 1.02
Li -1.30 -1.28 0.17
H 1.10 0.83 -0.99

Properties
E_LUMO (spin up / spin down) = -0.29 / -0.27 eV
Total charge = 0
HOMO-LUMO gap (spin up / spin down) = 0.1787 / 0.2302 hartree
2S+1 = 2
HOMO level (spin up / spin down) = -5.15 / -6.54 eV

---

Most stable = arrangement Q